Entry 1:
Here is 5 unconnected molecules or ions with the total composition C29H62N3O6 from the OMol25 dataset. Energies are from ωB97M-V with the def2-TZVPD basis set.

Calculated values
- Energy relative to the best compared isomer or geometry (same formula, charge and spin): 0.000 eV
- Orbital gap: 9.30 eV

```
! wB97M-V def2-TZVPD RIJCOSX def2/J DEFGRID3
* xyz 1 1
C 1.432 -4.114 2.191
C 1.935 -3.853 0.718
C 2.637 -2.495 0.789
N 2.711 -1.632 -0.389
C 3.522 -0.370 0.011
C 3.885 0.528 -1.215
C 4.805 -0.318 -2.105
C 3.983 -1.523 -2.601
C 3.483 -2.409 -1.440
C 1.377 -1.174 -0.798
H 2.226 -4.162 2.910
H 0.724 -4.993 2.371
H 0.720 -3.276 2.460
H 1.071 -3.825 0.097
H 2.616 -4.632 0.447
H 3.570 -2.550 1.320
H 2.069 -1.966 1.556
H 4.522 -0.733 0.439
H 3.022 0.194 0.846
H 4.480 1.395 -0.844
H 3.042 0.755 -1.851
H 5.674 -0.537 -1.448
H 5.118 0.348 -2.913
H 4.676 -2.108 -3.284
H 3.153 -1.219 -3.252
H 4.311 -2.887 -0.890
H 2.825 -3.183 -1.832
H 1.442 -0.670 -1.765
H 1.016 -0.576 -0.020
H 0.681 -1.994 -1.033
C -1.635 3.115 3.221
C -0.704 3.699 2.132
C -0.735 2.930 0.828
N 0.153 3.370 -0.312
C -0.426 4.596 -0.859
C 0.411 5.071 -2.020
C 1.916 5.195 -1.803
C 2.470 4.016 -1.017
C 1.572 3.606 0.164
C 0.206 2.262 -1.383
H -2.686 3.281 2.980
H -1.478 3.681 4.115
H -1.478 1.993 3.266
H 0.313 3.646 2.535
H -0.945 4.682 1.915
H -1.766 3.007 0.445
H -0.461 1.878 0.982
H -0.468 5.337 -0.077
H -1.413 4.323 -1.088
H 0.079 6.126 -2.326
H 0.193 4.480 -2.919
H 2.102 6.139 -1.271
H 2.406 5.286 -2.749
H 3.477 4.223 -0.643
H 2.630 3.138 -1.663
H 1.561 4.333 0.951
H 1.863 2.673 0.705
H -0.845 1.958 -1.655
H 0.707 1.316 -0.969
H 0.708 2.588 -2.284
C -4.100 0.869 -1.745
C -3.679 -0.629 -1.413
C -3.131 -0.648 0.025
N -2.880 -2.007 0.656
C -2.815 -1.799 2.094
C -2.760 -3.086 2.911
C -3.938 -4.072 2.500
C -3.788 -4.305 1.008
C -3.934 -3.036 0.167
C -1.556 -2.479 0.043
H -4.545 1.329 -0.826
H -4.842 0.861 -2.571
H -3.209 1.433 -2.054
H -2.967 -1.000 -2.200
H -4.628 -1.159 -1.394
H -3.957 -0.267 0.641
H -2.271 -0.006 0.221
H -3.650 -1.266 2.466
H -1.849 -1.267 2.259
H -2.845 -2.693 3.875
H -1.891 -3.678 2.720
H -4.986 -3.671 2.690
H -3.754 -5.080 3.065
H -4.506 -5.069 0.590
H -2.761 -4.647 0.728
H -4.972 -2.633 0.354
H -3.713 -3.061 -0.880
H -1.293 -3.505 0.143
H -0.806 -1.859 0.476
H -1.695 -2.280 -1.039
O -1.297 0.521 -4.306
C -0.251 -0.205 -3.600
O -0.540 -1.375 -3.319
O 0.812 0.482 -3.407
H -0.986 1.425 -4.478
O 1.320 0.160 4.146
C 0.874 0.232 2.883
O 1.600 0.975 2.174
O -0.142 -0.419 2.562
H 1.875 0.946 4.158
*
```



Entry 2:
Here is 4 unconnected molecules or ions with the total composition C29H62O13 from the OMol25 dataset. Energies are from ωB97M-V with the def2-TZVPD basis set.

Calculated values
- SMILES: C#C[C@@H](COCCOCC)OCCOC.COCCOCCOC.COCCOCCOC.COCCOCCOC
- Orbital gap: 9.61 eV

```
! wB97M-V def2-TZVPD RIJCOSX def2/J DEFGRID3
* xyz 0 1
C 3.802 -0.180 -0.460
C 2.716 -0.491 -1.307
C 1.691 -0.522 -2.629
C 0.173 -0.091 -2.193
O 0.075 1.091 -1.327
C -0.679 0.828 -0.092
C -2.301 1.060 -0.204
O -2.740 1.878 -1.339
C -3.643 1.168 -2.250
C -4.922 2.175 -2.634
O 2.236 0.111 -3.821
C 1.952 1.531 -3.963
C 2.711 2.511 -2.853
O 2.927 3.898 -3.383
C 2.713 4.822 -2.248
H 4.705 0.033 0.289
H 1.620 -1.688 -2.886
H -0.314 -1.054 -1.684
H -0.476 0.080 -3.180
H -0.454 -0.261 0.343
H -0.256 1.572 0.738
H -2.804 0.008 -0.112
H -2.617 1.657 0.779
H -3.090 0.969 -3.288
H -4.135 0.197 -1.823
H -5.705 1.456 -3.178
H -5.481 2.562 -1.653
H -4.610 3.070 -3.319
H 0.803 1.808 -4.102
H 2.444 1.858 -5.004
H 3.794 2.059 -2.633
H 2.152 2.582 -1.829
H 1.586 4.970 -1.949
H 3.112 5.884 -2.572
H 3.348 4.503 -1.291
C 1.159 -4.481 1.029
O 0.364 -5.454 0.373
C -0.967 -5.021 0.120
C -1.442 -5.474 -1.268
O -0.805 -4.816 -2.371
C 0.588 -5.092 -2.574
C 0.904 -6.527 -3.017
O 0.713 -7.445 -1.941
C 0.065 -8.643 -2.338
H 0.958 -4.494 2.101
H 2.213 -4.738 0.862
H 0.993 -3.480 0.619
H -1.056 -3.927 0.190
H -1.608 -5.471 0.882
H -2.503 -5.223 -1.352
H -1.381 -6.556 -1.378
H 1.173 -4.798 -1.704
H 0.899 -4.423 -3.384
H 1.957 -6.590 -3.311
H 0.285 -6.786 -3.884
H -0.795 -8.442 -2.985
H -0.303 -9.141 -1.436
H 0.776 -9.305 -2.843
C 5.392 9.416 3.857
O 5.667 8.042 3.646
C 4.518 7.210 3.752
C 4.524 6.119 2.672
O 4.307 6.589 1.336
C 5.340 7.399 0.757
C 6.657 6.662 0.476
O 7.345 6.367 1.691
C 7.904 5.063 1.714
H 5.345 9.629 4.926
H 6.211 9.997 3.415
H 4.464 9.723 3.364
H 3.590 7.793 3.670
H 4.546 6.738 4.738
H 3.691 5.443 2.883
H 5.424 5.508 2.725
H 5.499 8.302 1.344
H 4.939 7.734 -0.206
H 7.312 7.310 -0.116
H 6.451 5.754 -0.102
H 7.197 4.314 1.342
H 8.139 4.816 2.753
H 8.827 5.041 1.126
C -8.287 -4.396 0.702
O -7.447 -4.124 1.811
C -6.574 -5.198 2.138
C -5.178 -4.682 2.513
O -4.422 -4.136 1.424
C -4.902 -2.912 0.851
C -4.803 -1.686 1.769
O -5.765 -1.759 2.821
C -5.245 -1.366 4.081
H -9.146 -4.989 1.019
H -8.644 -3.437 0.305
H -7.745 -4.906 -0.101
H -6.482 -5.911 1.307
H -7.005 -5.720 2.997
H -4.596 -5.535 2.873
H -5.221 -3.979 3.344
H -5.906 -3.039 0.451
H -4.256 -2.726 -0.015
H -5.027 -0.784 1.191
H -3.783 -1.604 2.160
H -4.261 -1.809 4.268
H -5.928 -1.728 4.855
H -5.189 -0.274 4.140
*
```



Question: Which of these has the lowest orbital gap?
Answer: C29H62N3O6